# C29H43N7O2RbS2SbSi3

A structure of composition C29H43N7O2RbS2SbSi3 (wB97M-V/def2-TZVPD, OMol25).

The multiplicity is 1. Its energy above the lowest of the compared OMol25 structures with the same formula, charge and spin is 37.76 kJ/mol. The total energy is -97797.9023 eV. The calculation puts the gap between HOMO and LUMO at 7.4 eV.

Each line ends with the Löwdin charge.
Positions of all 88 atoms, in Å:
Rb -0.79403 0.02773 -0.75682  0.75
N -7.81574 1.18305 -4.52183  0.09
C -6.44099 0.94110 -4.46199  -0.34
C -5.92944 -0.04594 -3.62317  -0.03
C -4.56059 -0.23019 -3.51106  -0.06
C -3.69048 0.56621 -4.23499  -0.30
C -4.19038 1.54494 -5.08327  -0.05
C -5.55483 1.73157 -5.19713  -0.04
S -1.93696 0.39074 -4.06354  0.56
O -1.72729 -0.82587 -3.28003  -0.46
O -1.36190 0.41379 -5.38272  -0.30
N -1.66128 1.70207 -3.19086  -0.14
C -0.41180 2.08396 -2.88558  -0.59
N 0.66347 1.33278 -3.23756  0.09
C 1.86099 1.79596 -2.91081  -0.17
C 2.05851 2.95522 -2.18255  -0.08
C 0.89465 3.62008 -1.80537  -0.16
N -0.31673 3.21912 -2.13615  0.11
H -8.39297 0.39970 -4.26088  0.08
H -8.13023 1.60946 -5.37891  0.08
H -6.60800 -0.66423 -3.04643  0.11
H -4.15697 -0.99550 -2.86172  0.11
H -3.50324 2.15872 -5.65130  0.12
H -5.94412 2.50091 -5.85453  0.11
H 2.70265 1.19763 -3.25009  0.10
H 3.04256 3.31385 -1.91839  0.09
H 0.94627 4.52411 -1.20365  0.10
N -4.85264 1.32063 1.83436  0.17
C -5.32418 1.94080 0.69269  -0.19
C -6.57054 2.45139 0.34466  -0.03
C -6.67096 3.01829 -0.91103  -0.08
C -5.57148 3.08304 -1.78274  -0.08
C -4.33798 2.57217 -1.43586  0.01
C -4.22639 1.98441 -0.17550  -0.21
N -3.12414 1.39158 0.43009  0.11
C -3.53687 1.01890 1.60930  -0.29
C -2.69786 0.35969 2.61027  -0.32
C -3.01801 0.15194 3.91838  -0.35
S -1.73213 -0.63602 4.71992  1.04
C -0.84711 -0.63095 3.25348  -0.48
N -1.45119 -0.09258 2.24309  0.00
H -5.39068 1.07703 2.64568  0.15
H -7.41932 2.40875 1.01509  0.10
H -7.62180 3.42217 -1.23372  0.10
H -5.70227 3.53598 -2.75647  0.10
H -3.48249 2.60276 -2.10138  0.09
H -3.91513 0.43218 4.44469  0.07
H 0.14829 -1.04693 3.19188  0.03
C 4.65538 -2.58762 -1.44787  -0.22
Si 4.86500 -1.23462 -0.17106  0.27
C 5.02183 0.42510 -1.02105  -0.22
C 6.42072 -1.55674 0.82075  -0.22
Sb 2.70291 -1.14804 1.20599  0.83
Si 3.68540 0.03612 3.25651  0.26
C 4.51382 1.60840 2.66583  -0.23
C 2.27984 0.49146 4.41519  -0.24
C 4.91100 -0.98908 4.23683  -0.22
Si 2.71650 -3.55215 2.08748  0.26
C 4.40761 -4.30345 2.37420  -0.22
C 1.80608 -4.59841 0.82670  -0.23
C 1.75674 -3.58257 3.70396  -0.23
H 5.51187 -2.60046 -2.12717  0.04
H 3.75514 -2.43048 -2.04536  0.03
H 4.58332 -3.57334 -0.98337  0.01
H 5.89372 0.44576 -1.67988  0.04
H 5.12602 1.23396 -0.29508  0.02
H 4.13528 0.63556 -1.61991  0.00
H 7.26690 -1.61537 0.12931  0.04
H 6.37956 -2.49403 1.37536  0.01
H 6.62868 -0.74873 1.52399  0.02
H 3.82513 2.21607 2.07504  0.03
H 5.39128 1.40146 2.05111  0.01
H 4.84090 2.20323 3.52297  0.04
H 1.51685 1.08116 3.90347  0.03
H 2.65864 1.08265 5.25327  0.04
H 1.80285 -0.39849 4.83317  0.01
H 5.76836 -1.29361 3.63593  0.01
H 4.44997 -1.88823 4.65014  0.02
H 5.28128 -0.38959 5.07378  0.04
H 4.96908 -4.39062 1.44218  0.02
H 4.27673 -5.31335 2.77446  0.04
H 5.00641 -3.73412 3.08534  0.01
H 2.30717 -4.57815 -0.14319  0.02
H 0.78849 -4.23036 0.68015  0.03
H 1.74574 -5.64028 1.15162  0.03
H 2.17199 -2.89832 4.44675  0.01
H 1.76926 -4.58845 4.13252  0.04
H 0.71028 -3.31844 3.53437  0.02